Record 1
{"formula": "C6H8NOS2", "method": "the ωB97M-V functional and the def2-TZVPD basis", "homo_lumo_gap_ev": 6.65, "relative_energy_ev": 0.131, "lumo_energy_ev": -6.292, "total_charge": 1, "total_energy_ev": -31550.740, "mol_weight_g_mol": 174.270, "homo_energy_ha": -0.4758, "elements": ["C", "C", "C", "C", "C", "C", "N", "O", "S", "S", "H", "H", "H", "H", "H", "H", "H", "H"], "xyz": [[-0.49829, -1.82097, -1.09371], [-0.93625, -1.34244, 0.11933], [0.39292, -1.13497, -1.96680], [0.60456, 0.34654, -1.59569], [-0.77887, 0.11700, 0.46141], [-0.11062, 1.00649, -0.48876], [-1.44573, 0.54354, 1.53937], [1.40350, 1.46559, 1.67891], [1.93288, -0.70433, -1.06501], [-0.14315, 2.61719, -0.13872], [-0.75771, -2.86320, -1.31995], [-1.44061, -2.03853, 0.67570], [0.54797, -1.56665, -2.96719], [0.88897, 1.14849, -2.33604], [1.47599, 0.83542, 2.38076], [-1.53634, -0.26033, 2.18827], [-1.47091, 1.42921, 1.94146], [1.87169, 2.22194, 1.98666]], "forces_ev_per_a": [[-0.9, -0.6, 2.2], [1.8, 2.7, -2.6], [0.8, 1.4, -0.3], [0.5, 1.4, -1.5], [-1.9, -1.8, 0.3], [-0.9, 1.3, 0.6], [1.5, -4.4, -0.7], [-0.2, -0.6, -0.2], [0.8, -0.4, -0.1], [-0.2, -1.4, -1.3], [0.1, 0.5, -0.1], [-1.4, -1.0, 1.9], [-0.1, 0.8, 0.4], [-0.3, -1.4, 0.4], [0.3, -0.6, 0.8], [-0.8, 1.1, -0.3], [0.3, 2.0, 0.2], [0.8, 1.0, 0.4]], "nbo_charge": [-0.005, -0.322, -0.360, -0.399, 0.384, -0.202, -0.639, -0.965, 0.296, 0.305, 0.251, 0.241, 0.290, 0.292, 0.484, 0.416, 0.441, 0.493]}

---

Record 2
{"formula": "C6H8NPS2", "method": "the ωB97M-V functional and the def2-TZVPD basis", "homo_lumo_gap_ev": [7.38, 5.74], "relative_energy_ev": 3.892, "lumo_energy_ev": [-1.647, -2.238], "total_energy_ev": -38797.278, "mol_weight_g_mol": 189.245, "homo_energy_ha": [-0.3316, -0.2930], "elements": ["C", "C", "C", "C", "C", "C", "N", "P", "S", "S", "H", "H", "H", "H", "H", "H", "H", "H"], "xyz": [[-1.24986, 2.07547, 2.98641], [-0.80416, 2.20200, 1.88273], [0.97207, 1.54492, 0.44387], [1.36827, 0.48654, -0.24338], [-0.32055, 2.31421, 0.51819], [-0.42195, -3.04585, -1.20044], [-0.10101, -1.76470, -0.61263], [0.49126, -0.47763, -1.52286], [1.61220, -1.04945, -3.00273], [-1.69059, 1.90590, -0.61784], [-1.63252, 1.98021, 3.95831], [1.68904, 1.95661, 1.14818], [2.38086, 0.11865, -0.12261], [-0.08357, 3.36824, 0.31814], [-1.38206, -3.05073, -1.72332], [0.36736, -3.30388, -1.91005], [-0.44801, -3.79590, -0.40878], [-0.74680, -1.46461, 0.10881]], "forces_ev_per_a": [[0.3, 0.1, -0.4], [-0.3, 0.0, 0.3], [0.3, -0.1, 0.0], [-0.3, 0.0, -0.6], [-0.4, 0.3, -0.5], [0.1, -0.4, -0.2], [-0.2, 0.8, -0.3], [0.1, 0.2, 1.0], [-0.6, 0.4, 0.3], [1.0, -1.1, -0.4], [-0.2, -0.1, 0.5], [0.1, 0.0, 0.0], [0.0, 0.0, 0.1], [0.1, -0.2, 0.1], [0.0, 0.0, 0.0], [-0.2, -0.1, 0.1], [0.0, 0.0, -0.1], [0.1, 0.1, 0.0]], "nbo_charge": [-0.223, -0.005, -0.093, -0.561, -0.500, -0.423, -0.913, 1.193, -0.442, -0.039, 0.236, 0.222, 0.250, 0.258, 0.194, 0.227, 0.210, 0.412]}

---

Record 3
{"formula": "C6H8NS2", "method": "the ωB97M-V functional and the def2-TZVPD basis", "homo_lumo_gap_ev": [5.65, 5.65], "relative_energy_ev": 0.000, "lumo_energy_ev": [3.490, 3.490], "total_charge": -1, "total_energy_ev": -29510.097, "mol_weight_g_mol": 158.271, "homo_energy_ha": [-0.0793, -0.0793], "elements": ["C", "C", "C", "C", "C", "C", "N", "S", "S", "H", "H", "H", "H", "H", "H", "H", "H"], "xyz": [[2.65510, -2.28180, -0.35896], [0.86867, -1.14228, 0.34408], [0.50055, -3.05261, 0.80286], [-1.42618, -0.33104, -0.56270], [0.22949, 1.28767, 0.51363], [-0.27782, -0.20537, 0.47330], [2.06615, -1.17699, -0.14189], [-0.78166, -3.65279, 1.58246], [1.93265, -3.80803, 0.27176], [3.44604, -2.51875, -0.94825], [-1.92849, -1.15632, -0.32442], [-0.96624, -0.40747, -1.52672], [-2.10370, 0.47487, -0.32700], [1.20854, 1.23906, -0.05953], [0.48957, 1.48365, 1.50866], [-0.62151, 1.82961, 0.17859], [-0.84851, -0.28401, 1.49986]], "forces_ev_per_a": [[-0.4, -2.4, 1.6], [-1.4, -4.8, 1.8], [1.6, 3.9, -1.4], [2.8, 2.2, 0.8], [1.5, -2.9, -1.4], [-0.6, 1.3, 2.0], [-1.7, 2.0, -0.9], [-1.2, -0.5, 0.7], [-0.8, 1.6, -0.1], [2.5, 0.2, -1.5], [-2.0, -3.8, 0.5], [-0.3, 0.4, -0.9], [-0.2, 0.6, -0.7], [-1.4, 1.0, 0.1], [0.3, 0.7, 1.5], [0.0, 1.2, -0.5], [1.2, -0.6, -1.5]], "nbo_charge": [-0.311, 0.117, -0.491, -0.600, -0.617, -0.245, -0.444, -0.262, 0.288, 0.169, 0.214, 0.201, 0.179, 0.221, 0.198, 0.194, 0.188]}

---

Record 4
{"formula": "C6H8NaO6", "method": "the ωB97M-V functional and the def2-TZVPD basis", "homo_lumo_gap_ev": [7.29, 7.96], "s_squared": 0.779, "relative_energy_ev": 1.984, "lumo_energy_ev": [-0.198, -0.592], "total_energy_ev": -23050.945, "mol_weight_g_mol": 199.114, "homo_energy_ha": [-0.2750, -0.3142], "spin_multiplicity": 2, "elements": ["O", "C", "O", "O", "C", "H", "H", "C", "H", "H", "O", "C", "C", "O", "O", "C", "H", "H", "H", "H", "Na"], "xyz": [[-0.32594, 0.28376, 0.60219], [0.31918, -0.95433, 0.71658], [0.63851, -1.54139, -0.30861], [0.45561, -1.25452, 1.92925], [-1.20605, 0.51370, -0.48932], [-0.63176, 0.95452, -1.32105], [-1.64114, -0.42540, -0.86172], [-2.28201, 1.43945, -0.01235], [-1.90582, 2.41878, 0.30170], [-3.19832, 1.42167, -0.60895], [-4.60423, -0.15477, 1.66234], [-3.92520, 0.84658, 2.23256], [-5.82039, 0.34970, 1.09234], [-2.69033, 0.99112, 1.93350], [-4.64787, 1.96852, 2.28690], [-5.94523, 1.73690, 1.72673], [-6.63786, -0.32596, 1.36221], [-5.70431, 0.38738, 0.00198], [-6.68637, 1.76861, 2.53374], [-6.14546, 2.52785, 0.99692], [-0.66117, -0.07554, 2.93935]], "forces_ev_per_a": [[-0.6, 0.8, 0.2], [0.5, -1.1, -0.8], [-0.3, 0.3, 0.4], [1.4, -1.3, -0.8], [-0.1, -0.5, 0.2], [-0.3, 0.0, 0.1], [0.3, 0.1, 0.2], [0.7, 0.7, -0.7], [-0.4, -0.3, -0.1], [0.1, 0.1, 0.4], [-0.4, -0.8, 0.4], [2.6, 1.2, -3.2], [-0.2, -0.1, 0.1], [-1.0, -1.2, 2.0], [-0.8, 0.5, 0.6], [-0.3, 0.1, 0.2], [0.2, 0.2, -0.1], [0.0, 0.0, 0.3], [0.1, 0.0, -0.2], [0.0, -0.2, 0.2], [-1.5, 1.5, 0.8]], "nbo_charge": [-0.622, 0.957, -0.702, -0.878, -0.138, 0.200, 0.198, -0.206, 0.188, 0.175, -0.489, 0.885, -0.104, -0.630, -0.484, -0.107, 0.204, 0.193, 0.191, 0.205, 0.963]}

---

Record 5
{"formula": "C6H8O2", "method": "the ωB97M-V functional and the def2-TZVPD basis", "homo_lumo_gap_ev": 9.37, "relative_energy_ev": 4.483, "lumo_energy_ev": 0.958, "total_energy_ev": -10442.244, "mol_weight_g_mol": 112.128, "homo_energy_ha": -0.3091, "smiles": "C=CCO/C=C1\\CO1", "elements": ["C", "C", "C", "O", "C", "C", "C", "O", "H", "H", "H", "H", "H", "H", "H", "H"], "xyz": [[1.60845, 1.20288, 0.32323], [1.23386, -0.05000, 0.62148], [1.12024, -1.11635, -0.41614], [-0.02011, -2.02890, -0.15860], [-1.16876, -1.41080, 0.19855], [-1.52316, -0.15699, -0.02224], [-1.37002, 1.21288, -0.43549], [-2.57335, 0.72670, 0.24981], [1.42064, 2.06702, 0.97454], [1.71181, 1.41358, -0.73958], [0.91357, -0.41285, 1.67696], [1.91060, -1.91552, -0.34812], [1.00209, -0.84178, -1.46756], [-1.87295, -1.97834, 0.81111], [-0.71613, 1.77406, 0.16005], [-1.67679, 1.51442, -1.42800]], "forces_ev_per_a": [[-1.4, -0.6, 0.0], [-0.1, 0.2, 1.4], [-0.2, -2.9, 0.1], [0.5, 0.8, 0.4], [-1.4, 0.6, 0.6], [-0.3, 0.7, -0.6], [-1.6, -1.2, -0.6], [0.7, -0.9, 0.6], [0.8, -0.6, 0.0], [0.4, 0.2, 0.2], [0.7, 0.9, -1.9], [-0.2, 1.3, -0.1], [0.3, 0.7, 0.2], [0.4, -0.3, -0.4], [0.5, 1.2, 0.5], [0.7, 0.2, -0.2]], "nbo_charge": [-0.410, -0.203, -0.127, -0.501, 0.045, 0.157, -0.127, -0.474, 0.212, 0.193, 0.229, 0.214, 0.194, 0.203, 0.196, 0.198]}

---

Record 6
{"formula": "C6H8O2", "method": "the ωB97M-V functional and the def2-TZVPD basis", "homo_lumo_gap_ev": 9.85, "relative_energy_ev": 5.736, "lumo_energy_ev": 0.586, "total_energy_ev": -10440.991, "mol_weight_g_mol": 112.128, "homo_energy_ha": -0.3405, "elements": ["C", "C", "C", "C", "O", "C", "C", "O", "H", "H", "H", "H", "H", "H", "H", "H"], "xyz": [[0.72824, 0.07207, -0.23981], [-1.65266, 1.46673, -0.90793], [2.11979, 0.35388, 0.18724], [-0.27249, -0.23674, 0.85707], [-0.45498, 1.30697, -0.15989], [-0.63011, -1.66265, 0.66790], [-0.78808, -2.85317, 0.59653], [-0.22781, 0.16942, 2.03939], [0.59027, -0.48200, -1.17017], [-1.60018, 0.91831, -1.85592], [-1.82410, 2.52438, -1.11283], [-2.50526, 1.11217, -0.31925], [2.67420, -0.58948, 0.27979], [2.63577, 0.97675, -0.55061], [2.15758, 0.82570, 1.17471], [-0.95018, -3.90232, 0.51379]], "forces_ev_per_a": [[-2.8, 1.3, 1.0], [0.2, -0.7, -0.6], [0.2, 1.2, -0.1], [3.2, -2.7, 3.0], [1.5, 0.4, -0.6], [-1.7, 0.2, 0.0], [0.0, 0.3, -0.2], [-0.4, -0.3, -2.3], [-0.1, 0.3, 0.2], [-0.2, 0.1, 0.1], [0.3, 0.0, 0.0], [0.1, -0.1, -0.1], [-0.4, 0.0, -0.2], [0.1, -0.1, 0.2], [-0.2, 0.0, -0.3], [0.1, 0.0, 0.0]], "nbo_charge": [0.112, -0.244, -0.673, 0.484, -0.549, -0.111, -0.190, -0.566, 0.211, 0.173, 0.195, 0.183, 0.250, 0.231, 0.256, 0.238]}